No. 1
The following is a DFT calculation (wB97M-V/def2-TZVPD) of a structure of composition C3H6N4O2S3.

Cartesian coordinates (Å):
O1 2.52753 -3.78859 1.43015
O2 3.91495 -1.80640 1.01988
N1 -0.97871 0.02680 0.79571
N2 0.05678 -0.86514 0.96836
S1 0.00224 -0.35106 -1.52097
S2 -2.31800 1.62458 -0.87736
C1 -1.10861 0.40555 -0.43688
C2 0.64194 -1.18125 -0.13976
N3 3.13776 -3.13234 -0.25343
N4 1.66198 -2.05851 -0.26412
C3 -3.28199 1.90518 0.68335
S3 2.57465 -2.38519 1.06315
H1 4.12513 -3.24530 -0.04048
H2 2.69589 -4.03790 -0.17083
H3 2.28741 -1.99217 -1.05459
H4 -2.69609 2.43753 1.46520
H5 -3.59137 0.94216 1.10028
H6 -4.18588 2.52430 0.47285

Atomic forces in eV per Å
O -3.25 -1.37 8.34
O 0.94 4.94 5.54
N 0.44 -0.10 -0.08
N 0.25 -0.36 -0.41
S -0.11 0.14 -0.48
S -0.31 0.14 0.03
C -0.81 0.42 1.28
C -1.90 1.87 0.35
N 5.36 -6.70 -6.30
N -5.86 4.29 -1.86
C 0.33 0.08 0.53
S 5.00 -3.07 -2.46
H 0.91 0.26 -0.71
H -0.29 -0.41 -1.98
H -1.42 0.68 -0.49
H -0.15 -0.41 -0.75
H 0.05 0.17 -0.19
H 0.82 -0.55 -0.35

Calculated values
HOMO energy (eV): -8.81
Orbital gap (eV): 6.05
LUMO level (eV): -2.760
Charge: 0
Total energy (eV): -45758.2816

No. 2
The following is a DFT calculation (wB97M-V/def2-TZVPD) of an isolated molecule of C3H9NOP2.

Cartesian coordinates (Å):
C1 -1.12749 0.44837 -0.65235
C2 -1.38679 -0.54010 0.60930
C3 -0.30081 1.63983 -0.27371
N1 -0.50045 -1.64041 0.61124
O1 0.99946 1.20985 -0.29966
P1 1.83308 0.34610 0.72491
P2 3.26742 -0.56446 -0.59067
H1 -0.71110 -0.16172 -1.48384
H2 -2.17969 0.75198 -0.99583
H3 -1.44269 0.14884 1.49718
H4 -2.50927 -0.93266 0.46540
H5 -0.52796 2.37155 -1.14205
H6 -0.59771 2.11782 0.69392
H7 -0.75342 -2.30873 1.31994
H8 2.26607 -1.58421 -0.98187
H9 3.67133 -1.30206 0.49810

Atomic forces in eV per Å
C -2.97 -1.73 1.09
C -2.35 1.12 -1.75
C -2.05 0.95 -1.62
N 0.59 0.45 -0.59
O 1.38 1.31 -1.71
P 0.09 -0.64 2.19
P -1.01 -0.48 -1.33
H 0.07 0.65 0.57
H 1.46 -0.10 0.45
H 0.22 -0.95 -0.24
H 2.09 0.53 0.48
H 1.09 -0.58 1.54
H 0.20 -0.41 -0.63
H -0.09 -0.17 0.73
H 0.87 0.62 0.11
H 0.43 -0.56 0.70

Calculated values
HOMO energy (alpha / beta) (eV): -8.75 / -6.98
Orbital gap (alpha / beta) (eV): 8.69 / 6.55
LUMO level (alpha / beta) (eV): -0.062 / -0.427
Charge: 0
Total energy (eV): -25368.0112

No. 3
The following is a DFT calculation (wB97M-V/def2-TZVPD) of a structure of composition C30H21IrN2O5P2S.

Cartesian coordinates (Å):
Ir1 0.48089 -0.02717 -0.14540
N1 2.19948 2.23812 0.77642
P1 2.67870 0.61441 0.64330
C1 3.34713 0.13573 2.25263
C2 2.83984 -0.97642 2.91717
C3 3.33538 -1.31200 4.16855
C4 4.33413 -0.54414 4.74759
C5 4.84858 0.56018 4.07715
C6 4.35363 0.90590 2.83264
C7 4.12075 0.66186 -0.44344
C8 4.96504 -0.44836 -0.46536
C9 5.96844 -0.53536 -1.41454
C10 6.13094 0.48245 -2.34507
C11 5.28613 1.58299 -2.33129
C12 4.27093 1.66957 -1.39205
P2 0.50460 2.37501 0.54142
C13 0.45108 4.06140 -0.13523
C14 0.83329 4.20009 -1.47070
C15 0.91745 5.45706 -2.04271
C16 0.60722 6.57861 -1.28527
C17 0.22386 6.44167 0.04115
C18 0.14042 5.18452 0.62192
C19 -0.24326 2.54545 2.18543
C20 -1.58579 2.92303 2.26607
C21 -2.23735 2.91897 3.48868
C22 -1.56725 2.51599 4.63465
C23 -0.23444 2.13672 4.55850
C24 0.42402 2.14704 3.33978
H1 2.68762 2.88758 1.38309
H2 2.04620 -1.55783 2.46506
H3 2.93501 -2.16930 4.69241
H4 4.71290 -0.80120 5.72795
H5 5.63876 1.14762 4.52566
H6 4.74581 1.77226 2.31044
H7 4.82569 -1.23937 0.26265
H8 6.61142 -1.40482 -1.44070
H9 6.91329 0.40972 -3.08888
H10 5.40840 2.36553 -3.06856
H11 3.59509 2.51548 -1.39100
H12 1.05605 3.31201 -2.05224
H13 1.21593 5.56554 -3.07690
H14 0.65904 7.56287 -1.73158
H15 -0.01269 7.32001 0.62671
H16 -0.16423 5.08531 1.65518
H17 -2.12172 3.20745 1.36681
H18 -3.27813 3.21061 3.54499
H19 -2.08449 2.48632 5.58395
H20 0.29013 1.81289 5.44720
H21 1.45598 1.82512 3.29200
O1 -4.30627 -0.22223 3.98612
C25 -3.43997 -0.29791 3.15787
C26 -1.99120 -0.66727 3.41823
O2 -1.52713 -1.04874 4.47058
C27 -1.30213 -0.43710 2.14547
C28 -2.19465 0.03070 1.15466
O3 -1.78026 0.41954 0.02306
C29 -3.57418 0.05488 1.68442
O4 -4.59938 0.30745 1.10000
O5 -0.04915 -0.55729 1.90745
S1 1.28668 -4.19592 -1.98388
C30 0.99834 -2.68344 -1.62982
N2 0.80364 -1.53523 -1.38750

Atomic forces in eV per Å
Ir -0.04 2.46 2.77
N -0.23 -0.20 0.29
P -1.04 0.03 -0.86
C -0.39 -0.38 -0.17
C -0.06 -0.01 -0.11
C 0.05 -0.02 0.09
C -0.05 -0.02 -0.04
C 0.02 0.06 0.03
C 0.01 0.05 -0.08
C -0.25 -0.34 -0.20
C -0.05 0.08 0.09
C 0.02 -0.03 -0.01
C 0.00 -0.02 0.02
C 0.05 0.01 -0.06
C -0.02 0.02 0.08
P 0.88 -1.16 1.33
C -0.35 -0.52 -0.77
C -0.05 0.00 0.04
C 0.02 -0.01 -0.05
C -0.01 0.00 0.06
C 0.05 0.05 -0.07
C -0.05 -0.06 0.13
C -0.24 -0.03 -0.20
C 0.10 0.04 -0.06
C -0.12 0.06 0.00
C 0.11 0.03 -0.01
C -0.04 0.03 0.04
C 0.11 0.05 -0.07
H 0.09 0.06 -0.10
H 0.00 0.02 0.06
H -0.02 0.01 -0.01
H 0.02 -0.02 -0.01
H -0.02 0.03 0.01
H 0.09 -0.03 0.00
H 0.05 -0.04 -0.04
H 0.02 0.02 0.02
H 0.00 0.01 -0.01
H 0.00 0.02 0.02
H 0.01 0.01 0.00
H 0.01 0.04 -0.06
H -0.02 -0.02 -0.01
H 0.01 0.00 0.00
H -0.02 -0.02 0.02
H 0.01 -0.01 -0.02
H -0.05 -0.01 0.02
H -0.01 -0.03 -0.02
H -0.02 -0.01 -0.01
H -0.01 -0.03 -0.01
H 0.02 -0.05 0.01
O 0.05 -0.03 -0.06
C -0.21 0.02 0.17
C 0.51 -0.06 0.09
O 0.00 0.03 -0.03
C -1.78 0.59 -0.38
C 0.49 -0.75 1.15
O 0.75 -0.39 -1.52
C -0.05 0.11 -0.28
O 0.08 0.07 0.05
O 1.66 0.17 -1.55
S -0.01 -0.13 -0.03
C 0.11 0.22 -0.10
N -0.19 0.00 0.39

Calculated values
HOMO energy (alpha / beta) (eV): -7.35 / -7.48
Orbital gap (alpha / beta) (eV): 4.87 / 5.48
LUMO level (alpha / beta) (eV): -2.482 / -2.000
Charge: 0
Total energy (eV): -76919.1385

No. 4
The following is a DFT calculation (wB97M-V/def2-TZVPD) of a cluster of 2 separate species, C6H13O2 in total.

Cartesian coordinates (Å):
C1 -1.24894 -2.36461 -0.04337
O1 -2.16756 -3.17112 0.48480
C2 -1.55662 -0.83893 0.15033
C3 -0.59684 0.00188 -0.74516
C4 0.23339 0.86509 0.18159
C5 0.30683 2.18794 0.24225
C6 0.96625 3.03614 1.30449
H1 -1.10354 -2.56914 -1.14310
H2 -0.18244 -2.43957 0.33709
H3 -2.60279 -0.67013 -0.12116
H4 -1.51193 -0.54554 1.19788
H5 0.00734 -0.59552 -1.42255
H6 -1.19969 0.72100 -1.31201
H7 0.79954 0.27561 0.91266
H8 -0.25351 2.73114 -0.51128
H9 0.75398 2.57282 2.26899
H10 0.55564 4.04067 1.36475
H11 2.04482 3.08865 1.17064
H12 2.33651 0.22859 -0.88931
H13 3.10063 0.13704 -2.18953
O2 3.22405 0.13774 -1.23082

Atomic forces in eV per Å
C -0.56 -0.02 0.32
O 0.31 -0.04 0.31
C 0.16 -0.63 -1.32
C -0.77 1.70 1.28
C 0.78 -0.74 0.14
C -0.52 0.41 -0.39
C -0.15 -0.77 0.18
H -0.02 0.52 -0.15
H 0.04 -0.25 0.21
H 0.04 -0.03 -0.26
H 0.36 -0.14 0.17
H 0.02 -0.33 0.03
H 0.14 -0.25 -0.44
H -0.13 0.14 0.11
H -0.08 0.13 -0.14
H 0.27 0.02 0.14
H 0.00 0.10 -0.26
H 0.12 0.13 0.03
H -0.52 0.11 0.31
H 0.05 -0.03 0.27
O 0.47 -0.02 -0.56

Calculated values
HOMO energy (eV): -2.29
Orbital gap (eV): 5.62
LUMO level (eV): 3.334
Charge: -1
Total energy (eV): -10526.5470